# 1
DFT (ωB97M-V/def2-TZVPD) results for the ion C3H4NO with charge +1 at a distorted geometry.

The geometry in XYZ format:
```
9
C3H4NO (ωB97M-V/def2-TZVPD)
C 0.36 0.25 1.31
C 0.95 -0.23 0.26
C -0.29 -0.55 -1.04
N -1.09 0.33 -1.22
O -1.81 1.17 -1.59
H 0.98 0.75 2.09
H -0.61 0.30 1.69
H 1.88 -0.37 -0.34
H -0.38 -1.64 -1.16
```

## Properties
Net charge: +1
Relative energy (zero: lowest compared OMol25 entry of this formula, charge and spin): 4.8274 eV
Highest occupied orbital energy: -16.41 eV
Lowest unoccupied orbital energy: -7.52 eV


# 2
DFT (ωB97M-V/def2-TZVPD) results for a structure of composition C6H5NS at a distorted geometry.

The geometry in XYZ format:
```
13
C6H5NS (ωB97M-V/def2-TZVPD)
C 1.42 -1.69 1.81
C 2.35 0.49 1.06
C 1.45 -0.42 1.44
C 1.29 1.27 0.37
C 0.27 0.35 0.88
C -1.22 -1.05 0.23
N 1.35 -2.84 1.99
S -0.09 2.02 1.45
H 3.37 0.56 1.33
H 1.37 1.88 -0.43
H -0.63 -2.04 0.28
H -1.34 -0.63 -0.80
H -1.86 -0.75 1.07
```

## Properties
Relative energy (zero: lowest compared OMol25 entry of this formula, charge and spin): 5.0604 eV
Highest occupied orbital energy: -8.94 eV
Lowest unoccupied orbital energy: -0.72 eV


# 3
DFT (ωB97M-V/def2-TZVPD) results for a structure of composition C20H26ClNTi at a distorted geometry.

The geometry in XYZ format:
```
49
C20H26ClNTi (ωB97M-V/def2-TZVPD)
C -5.00 3.06 -1.63
C -5.90 2.90 -0.42
C -4.72 4.52 -1.95
C -5.54 2.31 -2.84
Cl -3.36 2.28 -1.20
H -5.66 5.02 -2.21
H -4.04 4.61 -2.79
H -4.29 5.03 -1.09
H -6.87 3.35 -0.63
H -5.47 3.40 0.45
H -6.05 1.86 -0.18
H -6.50 2.74 -3.12
H -5.69 1.26 -2.61
H -4.86 2.39 -3.68
C 2.23 0.68 2.05
C 2.18 1.85 1.24
C 0.84 2.27 1.15
H 3.03 2.33 0.78
C 0.05 1.38 1.92
C 0.91 0.40 2.47
H 0.63 -0.42 3.11
H 3.12 0.14 2.33
H 0.48 3.14 0.63
H -1.01 1.45 2.06
C 1.45 -1.44 -1.94
C 2.67 -0.82 -1.60
C 2.55 0.56 -1.88
H 3.55 -1.32 -1.23
C 1.24 0.80 -2.38
C 0.56 -0.44 -2.43
H -0.44 -0.60 -2.77
H 1.22 -2.49 -1.87
H 3.31 1.30 -1.73
H 0.85 1.75 -2.70
Ti 0.99 0.09 -0.02
C 3.96 -5.56 2.69
C 3.29 -4.35 2.09
C 2.85 -3.32 2.87
C 2.26 -2.19 2.31
N 2.02 -1.94 0.93
C 2.52 -3.06 0.21
C 3.12 -4.21 0.75
H 4.87 -5.24 3.24
H 3.26 -6.06 3.39
H 4.26 -6.28 1.91
H 2.99 -3.39 3.95
H 2.09 -1.56 3.12
H 2.58 -3.19 -0.81
H 3.47 -4.99 0.08
```

## Properties
Net charge: +2
Relative energy (zero: lowest compared OMol25 entry of this formula, charge and spin): 2.3739 eV
Highest occupied orbital energy (alpha / beta): -14.91 / -14.91 eV
Lowest unoccupied orbital energy (alpha / beta): -8.90 / -8.91 eV


# 4
DFT (ωB97M-V/def2-TZVPD) results for a structure of composition C13H22N2O4P2S2Ti.

The geometry in XYZ format:
```
46
C13H22N2O4P2S2Ti (ωB97M-V/def2-TZVPD)
Ti -0.08 0.33 0.13
O -2.58 1.54 1.38
S -2.00 0.31 1.83
O -2.59 -0.38 2.93
O -1.82 -0.62 0.59
O -0.47 0.57 2.09
C 3.66 -0.35 -1.20
P 2.56 0.57 -0.07
C 3.18 2.27 -0.19
C 3.09 -0.03 1.59
C 2.74 -1.51 1.77
P 1.07 -1.94 1.07
C 1.40 -3.42 0.04
C 0.14 -2.63 2.47
H 4.70 -0.20 -0.93
H 3.51 0.01 -2.22
H 3.44 -1.42 -1.18
H 4.26 2.33 -0.06
H 2.68 2.89 0.55
H 2.91 2.66 -1.18
H 2.53 0.57 2.32
H 4.15 0.14 1.76
H 2.74 -1.77 2.83
H 3.49 -2.15 1.29
H 2.00 -4.16 0.57
H 1.92 -3.14 -0.89
H 0.44 -3.87 -0.23
H 0.69 -3.44 2.96
H -0.82 -3.00 2.11
H -0.07 -1.82 3.17
N -0.63 0.26 -2.13
C -0.16 1.62 -2.16
N -0.13 2.10 -0.87
C -0.30 3.45 -0.81
C -0.23 4.24 0.35
C -0.44 5.60 0.24
C -0.72 6.19 -0.99
C -0.81 5.42 -2.14
C -0.60 4.05 -2.04
S -0.70 2.85 -3.31
H -1.65 0.21 -2.02
H -0.35 -0.30 -2.93
H -0.04 3.76 1.30
H -0.39 6.21 1.13
H -0.88 7.26 -1.05
H -1.04 5.87 -3.09
```

## Properties
Relative energy (zero: lowest compared OMol25 entry of this formula, charge and spin): 0.4752 eV
Spin multiplicity: 3
Highest occupied orbital energy (alpha / beta): -5.92 / -8.39 eV
Lowest unoccupied orbital energy (alpha / beta): 0.07 / -0.12 eV
Expectation value of S²: 2.010